(1)
ORCA calculation (wB97M-V/def2-TZVPD) on C13H16AsN4S2Sn as an isolated structure.

Values from the calculation:
E_HOMO, eV: -12.0
Calculated total energy, eV: -108034.9503
Total charge: +1
Energy above the lowest of the compared OMol25 structures with the same formula, charge and spin, kJ/mol: 36.63

Geometry (Å):
Sn1 2.48041 0.40236 0.05784
C1 -1.28409 3.40175 1.70718
As1 -1.47497 1.54153 1.31809
C2 -0.94414 0.48487 2.82041
C3 -3.29991 1.14284 0.89205
S1 -0.31429 1.24023 -0.52874
H1 -1.87384 3.62226 2.59625
H2 -1.64223 3.98131 0.85928
H3 -0.23648 3.61561 1.91127
H4 -1.68857 0.66802 3.59618
H5 0.03833 0.80928 3.15537
H6 -0.92613 -0.56866 2.55379
H7 -3.91038 1.42510 1.74940
H8 -3.40885 0.07620 0.70583
H9 -3.60297 1.71326 0.01700
C4 -0.94345 -0.32838 -1.27217
C5 0.16648 -0.79837 -2.17621
C6 0.64555 0.02977 -3.19176
C7 1.71962 -0.37416 -3.96902
C8 2.31607 -1.60898 -3.74428
C9 1.82589 -2.44645 -2.75296
C10 0.75306 -2.04224 -1.96837
H10 -1.14580 -1.05900 -0.49029
H11 -1.85865 -0.09149 -1.81176
H12 0.17745 0.99002 -3.38039
H13 2.08613 0.27073 -4.75624
H14 3.15262 -1.92388 -4.35325
H15 2.27020 -3.41980 -2.59168
H16 0.35915 -2.70770 -1.21043
S2 1.93997 3.24996 3.89357
C11 2.08673 2.49178 2.50919
N1 2.13617 1.91364 1.47467
N2 0.91319 -5.40898 1.04078
C12 0.66478 -4.29706 1.21016
N3 0.29039 -3.03166 1.38677
C13 1.00179 -2.01380 1.34517
N4 1.53076 -0.94993 1.39728

Cartesian forces (eV/Å) of the 6 atoms listed first:
Sn 0.0 0.0 0.1
C 0.0 0.0 0.0
As 0.0 0.0 0.0
C 0.0 0.0 0.0
C 0.0 0.0 0.0
S 0.0 0.0 0.0



(2)
ORCA calculation (wB97M-V/def2-TZVPD) on C13H16BaF17O5S as an isolated structure at a distorted geometry.

Values from the calculation:
E_HOMO, eV: -13.6
Calculated total energy, eV: -81699.2421
Total charge: +1
Energy above the lowest of the compared OMol25 structures with the same formula, charge and spin, kJ/mol: 0.00

Geometry (Å):
Ba1 1.39076 2.51807 1.78511
F1 -0.98734 1.52657 1.27047
O1 2.02383 0.01029 2.37096
S1 2.61447 -1.30175 2.16783
O2 2.81182 -2.20068 3.26098
O3 1.68288 -2.07173 1.10360
C1 1.19244 -1.36544 -0.03716
C2 0.53418 -2.30258 -1.03944
C3 4.17147 -1.18921 1.26283
H1 2.00110 -0.83116 -0.55428
H2 0.44936 -0.63579 0.30998
H3 0.23154 -1.70499 -1.89850
H4 -0.35142 -2.78023 -0.63052
H5 1.27281 -3.00893 -1.41697
H6 4.14506 -0.42937 0.48780
H7 4.33776 -2.19916 0.89721
H8 4.95273 -0.96294 1.98775
C4 -2.17752 -1.08586 3.28461
C5 -2.24696 -1.84538 1.95413
C6 -3.12794 -1.12524 0.93693
F2 -3.22659 -1.80041 -0.22513
F3 -4.36267 -0.88306 1.43543
F4 -1.00626 -2.02786 1.43066
F5 -2.74929 -3.09870 2.17920
O4 -1.09717 -1.60486 4.06196
C7 -1.47189 -2.28137 5.21124
C8 -0.18218 -2.85520 5.82840
F6 0.60387 -1.84275 6.26805
F7 -0.48251 -3.65884 6.86689
F8 -2.05847 -1.41788 6.06557
F9 -2.30235 -3.28536 4.90691
H9 -3.13859 -1.11917 3.79358
H10 -1.91784 -0.05247 3.09448
H11 -2.70353 -0.14344 0.69906
H12 0.33352 -3.41142 5.03903
C9 -0.09953 2.96776 -5.15288
C10 0.42716 4.36483 -5.35994
C11 1.84526 4.61356 -4.86871
F10 2.72012 3.72703 -5.41375
F11 2.25955 5.87495 -5.06946
F12 0.38609 4.58673 -6.70010
F13 -0.39134 5.27686 -4.81259
O5 -0.33806 2.76977 -3.75796
C12 -0.68348 1.48275 -3.42311
C13 -1.19643 1.42945 -1.98344
F14 -2.20639 2.29537 -1.81032
F15 -1.66893 0.20496 -1.66090
F16 -1.67269 1.04712 -4.24188
F17 0.39247 0.67480 -3.56519
H13 0.57542 2.22292 -5.57894
H14 -1.04437 2.84646 -5.68283
H15 1.90904 4.43598 -3.78730
H16 -0.37300 1.64699 -1.28935

Cartesian forces (eV/Å) of the 6 atoms listed first:
Ba -2.4 -1.6 -0.1
F 2.4 0.9 0.3
O 0.2 1.1 0.0
S -0.1 -2.5 -1.2
O -0.3 1.0 -0.6
O 1.2 0.2 1.3



(3)
ORCA calculation (wB97M-V/def2-TZVPD) on a 2-piece molecular cluster, C13H16Cl2IO4P overall at a distorted geometry.

Values from the calculation:
E_HOMO, eV: -9.1
Calculated total energy, eV: -64362.4504
Total charge: 0
SMILES: CC[PH](O)(CC(=O)I)/C(Cl)=C(\C)Cl.O=C1C=CC(=O)C=C1

Geometry (Å):
C1 0.79349 3.91709 -0.32168
C2 1.75626 3.19784 -1.28315
P1 1.30025 1.42442 -1.60314
O1 0.08353 1.93062 -2.75097
C3 -0.12918 0.61417 -0.70661
C4 -1.05893 -0.12978 -1.64308
O2 -2.15481 0.26173 -1.91122
I1 -0.44714 -2.02838 -2.48783
C5 2.54214 0.76326 -0.30033
Cl1 2.67741 1.68080 1.18358
C6 3.26128 -0.34453 -0.41983
C7 3.25842 -1.27441 -1.58615
Cl2 4.31646 -0.87382 0.87170
H1 0.16071 4.58616 -0.88985
H2 0.14629 3.25830 0.23638
H3 1.37043 4.54417 0.34165
H4 1.66128 3.67011 -2.24970
H5 2.79526 3.29378 -1.00104
H6 2.00115 0.80803 -2.64705
H7 0.49732 2.17699 -3.58072
H8 -0.75796 1.37866 -0.27230
H9 0.23016 -0.00902 0.10012
H10 2.42784 -1.96157 -1.51534
H11 3.28948 -0.77111 -2.54033
H12 4.15451 -1.87911 -1.52473
O3 -0.68786 -0.93356 1.80605
C8 -1.67876 -1.58394 2.06975
C9 -1.58307 -3.02469 2.40557
C10 -2.66836 -3.73884 2.68965
C11 -4.01966 -3.12335 2.68294
O4 -5.00733 -3.77303 2.94342
C12 -4.11302 -1.68032 2.34509
C13 -3.02707 -0.96690 2.06198
H13 -0.58885 -3.45303 2.40435
H14 -2.62234 -4.79158 2.93704
H15 -5.10653 -1.25091 2.34338
H16 -3.07284 0.08574 1.81240

Cartesian forces (eV/Å) of the 6 atoms listed first:
C 0.3 0.3 -0.5
C -0.3 -0.4 -0.3
P -0.5 1.0 0.3
O 0.2 -0.3 0.1
C 0.5 -0.4 -0.5
C -1.5 1.0 0.0



(4)
ORCA calculation (wB97M-V/def2-TZVPD) on an isolated molecule of C13H16ClNO4.

Values from the calculation:
E_HOMO, eV: -8.5
Calculated total energy, eV: -35943.7957
Total charge: 0
Energy above the lowest of the compared OMol25 structures with the same formula, charge and spin, kJ/mol: 81.37
SMILES: CCNC(=O)COC(=O)COc1ccc(Cl)cc1C

Geometry (Å):
C1 -1.96198 3.13358 -3.87293
C2 -0.65385 2.55895 -4.40372
N1 -0.06324 1.63220 -3.46373
C3 0.07578 0.32183 -3.71810
O1 -0.21044 -0.21099 -4.76664
C4 0.66703 -0.49390 -2.56633
O2 0.81930 0.29145 -1.38270
C5 1.23548 -0.36627 -0.28970
O3 1.46591 -1.53870 -0.25017
C6 1.38515 0.60342 0.88143
O4 1.49301 -0.05444 2.10940
C7 0.42984 -0.79760 2.55248
C8 -0.81288 -0.84487 1.93858
C9 -1.83521 -1.60768 2.48079
C10 -1.60730 -2.32122 3.64072
Cl1 -2.87661 -3.27404 4.32714
C11 -0.36750 -2.28399 4.26122
C12 0.66004 -1.52789 3.72902
C13 2.00953 -1.47306 4.37010
H1 -2.67604 2.33530 -3.68717
H2 -1.79485 3.67666 -2.94468
H3 -2.38787 3.81759 -4.60127
H4 -0.82703 1.99810 -5.32434
H5 0.05793 3.36601 -4.60648
H6 0.17517 1.97474 -2.54606
H7 0.01545 -1.35112 -2.36504
H8 1.64019 -0.89020 -2.87710
H9 2.33025 1.14211 0.75463
H10 0.56379 1.33271 0.86627
H11 -1.00871 -0.29947 1.02845
H12 -2.79871 -1.64355 1.99810
H13 -0.20337 -2.85241 5.16351
H14 2.76812 -1.78746 3.65579
H15 2.24324 -0.45095 4.66346
H16 2.05038 -2.11485 5.24512

Cartesian forces (eV/Å) of the 6 atoms listed first:
C 0.2 -0.1 -0.1
C -0.2 0.1 -0.2
N 0.0 0.5 0.2
C 0.3 0.0 0.7
O 0.0 -0.4 -0.2
C 0.0 -0.6 -0.4



(5)
ORCA calculation (wB97M-V/def2-TZVPD) on C13H16F4N2RuS3Se as an isolated structure at a distorted geometry.

Values from the calculation:
E_HOMO (spin up / spin down), eV: -12.0 / -12.0
Calculated total energy, eV: -128016.1867
Total charge: +1
Expectation value of S²: 0.77
Multiplicity: 2

Geometry (Å):
Ru1 0.05857 0.12724 1.14860
C1 0.30262 4.54117 -1.40292
C2 0.23788 4.53613 0.11213
S1 -0.22513 2.96508 0.93950
C3 -1.93962 2.65680 0.37605
C4 -2.06792 1.91074 -0.94253
S2 -1.07662 0.37950 -1.11151
C5 0.63755 0.86996 -1.63931
C6 0.75241 1.98893 -2.67065
S3 1.63162 3.47439 -2.06702
H1 0.57048 5.55142 -1.72093
H2 -0.64240 4.27390 -1.87053
H3 -0.46676 5.29243 0.46327
H4 1.22394 4.74784 0.52678
H5 -2.45023 3.61835 0.31443
H6 -2.38000 2.06898 1.18764
H7 -1.85073 2.54147 -1.80016
H8 -3.09311 1.54491 -1.04388
H9 1.01001 -0.06427 -2.06805
H10 1.24204 1.10296 -0.73706
H11 -0.21075 2.29049 -3.07794
H12 1.37330 1.65369 -3.50097
Se1 2.48268 -1.55163 1.76511
N1 1.00561 -1.88177 0.73007
C7 0.85379 -3.22202 0.58172
C8 -0.15416 -3.86425 -0.10809
C9 -0.15672 -5.27966 -0.18246
C10 0.85066 -6.02505 0.38993
C11 1.88900 -5.40094 1.08702
C12 1.91254 -3.99589 1.18895
N2 2.86131 -3.31591 1.80630
H13 -0.92179 -3.28916 -0.60837
H14 -0.96048 -5.76183 -0.71660
H15 0.84520 -7.10030 0.30579
H16 2.66764 -5.96477 1.57735
F1 -1.09860 -1.58239 2.96574
C13 -1.43196 -0.46785 2.31783
F2 -1.75708 0.46503 3.21184
F3 -2.54937 -0.73218 1.59946
F4 1.02456 0.89844 2.67344

Cartesian forces (eV/Å) of the 6 atoms listed first:
Ru 0.4 0.3 -0.2
C 0.5 -0.3 0.0
C 0.1 -0.5 -0.2
S -0.9 0.0 0.3
C 0.5 0.1 0.2
C 0.0 -0.2 0.2



(6)
ORCA calculation (wB97M-V/def2-TZVPD) on C13H16F6IrN5O4S4 as an isolated structure at a distorted geometry.

Values from the calculation:
E_HOMO (spin up / spin down), eV: -13.5 / -13.9
Calculated total energy, eV: -91845.7459
Total charge: +2
Expectation value of S²: 6.05
Energy above the lowest of the compared OMol25 structures with the same formula, charge and spin, kJ/mol: 164.33
Multiplicity: 5

Geometry (Å):
Ir1 -0.68676 0.24359 -1.84996
F1 3.34718 2.73785 -0.35065
C1 3.33573 2.20495 -1.54370
F2 4.39932 1.44299 -1.70170
F3 3.28621 3.11144 -2.49639
S1 1.85066 1.04551 -1.75342
O1 1.11847 0.87076 -0.48310
O2 2.40080 -0.18375 -2.24661
N1 0.83059 1.66802 -2.82784
S2 0.08819 2.98579 -2.22801
O3 -1.24386 2.55859 -1.80660
O4 0.90685 3.62645 -1.25865
C2 -0.24847 4.13616 -3.65344
F4 -0.82786 3.43934 -4.61380
F5 0.87174 4.67302 -4.06159
F6 -1.07082 5.04570 -3.17359
C3 -4.19965 -1.11419 1.29260
N2 -4.00288 0.28517 0.97719
C4 -4.30717 1.34507 1.94730
C5 -4.04540 2.63759 1.15530
N3 -3.58486 2.12020 -0.13537
C6 -3.54067 0.80003 -0.15397
S3 -3.06241 -0.19376 -1.51107
H1 -3.50913 -1.43595 2.07541
H2 -4.04715 -1.71634 0.40301
H3 -5.21500 -1.26719 1.65799
H4 -3.65619 1.24240 2.81711
H5 -5.33762 1.26163 2.29115
H6 -3.28592 3.26492 1.61802
H7 -4.94954 3.22897 1.02229
H8 -3.17362 2.68789 -0.85525
N4 -0.39373 -3.25515 0.45451
C7 0.40445 -2.64120 -0.40575
S4 -0.31390 -2.17227 -1.94119
N5 1.68363 -2.43347 -0.20703
C8 2.53398 -2.76164 0.88015
C9 3.70055 -1.99958 0.98601
C10 4.57037 -2.19859 2.03919
C11 4.30557 -3.17897 2.98727
C12 3.18500 -3.98498 2.84515
C13 2.30195 -3.78792 1.79726
H9 -1.33975 -3.47025 0.18445
H10 -0.07079 -3.54440 1.36245
H11 2.12639 -1.85023 -0.91428
H12 3.91580 -1.25511 0.22860
H13 5.46108 -1.59105 2.11976
H14 4.98459 -3.33523 3.81359
H15 3.00261 -4.78913 3.54441
H16 1.50145 -4.50368 1.67279

Cartesian forces (eV/Å) of the 6 atoms listed first:
Ir -1.0 -2.7 -0.2
F -0.1 0.2 0.2
C 0.1 -0.2 -0.1
F 0.0 0.0 0.0
F 0.1 0.1 0.0
S 1.5 -1.2 0.9